Here is a 7-piece molecular cluster, C55H64F6NO2 overall from the OMol25 dataset. Energies are from the ωB97M-V functional and the def2-TZVPD basis.

Summary:
orbital gap (spin up / spin down) = 8.24 / 9.62 eV
net charge = 0
HOMO (spin up / spin down) = -7.862 / -9.234 eV
multiplicity = 2
expectation value of S² = 0.75
maximum force = 1.04 eV/Å
E_LUMO (spin up / spin down) = 0.4 / 0.4 eV
DFT total energy = -2938.4366 a.u.

Geometry (Å):
C (0.73, -0.40, -3.23)
C (1.22, -0.94, -2.29)
C (1.88, -1.57, -1.15)
C (3.15, -2.39, -1.54)
C (3.01, -3.05, -2.93)
C (1.82, -3.98, -3.29)
C (0.71, -4.25, -2.26)
C (-0.65, -3.65, -2.63)
C (-1.44, -3.15, -1.44)
O (-1.60, -4.18, -0.48)
C (-1.10, -3.89, 0.81)
C (-1.83, -2.78, 1.53)
C (3.42, -3.48, -0.48)
C (4.39, -3.21, 0.70)
C (3.69, -2.69, 1.96)
C (5.01, -4.55, 1.11)
N (5.49, -2.30, 0.26)
O (6.57, -2.89, -0.08)
C (5.20, -1.05, -0.50)
C (6.53, -0.47, -0.97)
C (4.53, 0.04, 0.35)
C (4.34, -1.41, -1.72)
H (0.31, 0.14, -4.05)
H (2.17, -0.76, -0.49)
H (1.17, -2.18, -0.60)
H (3.05, -2.25, -3.67)
H (3.94, -3.61, -3.06)
H (2.24, -4.94, -3.60)
H (1.34, -3.58, -4.18)
H (0.59, -5.32, -2.13)
H (0.98, -3.87, -1.28)
H (-1.25, -4.40, -3.16)
H (-0.52, -2.81, -3.31)
H (-2.42, -2.79, -1.75)
H (-0.91, -2.29, -1.00)
H (-0.03, -3.65, 0.76)
H (-1.18, -4.82, 1.37)
H (-1.30, -2.54, 2.46)
H (-1.86, -1.87, 0.93)
H (-2.85, -3.06, 1.78)
H (2.48, -3.77, -0.01)
H (3.78, -4.36, -1.00)
H (2.79, -3.28, 2.14)
H (4.34, -2.81, 2.83)
H (3.41, -1.65, 1.93)
H (5.79, -4.40, 1.84)
H (4.22, -5.16, 1.56)
H (5.41, -5.08, 0.25)
H (6.36, 0.53, -1.37)
H (6.98, -1.08, -1.75)
H (7.22, -0.40, -0.14)
H (5.12, 0.26, 1.23)
H (4.49, 0.94, -0.26)
H (3.51, -0.19, 0.63)
H (3.93, -0.47, -2.10)
H (5.00, -1.79, -2.49)
F (5.77, 3.43, 0.08)
C (5.47, 3.60, 1.39)
C (4.25, 3.14, 1.84)
C (3.95, 3.30, 3.19)
C (4.87, 3.91, 4.04)
C (6.08, 4.36, 3.55)
C (6.40, 4.20, 2.21)
H (3.55, 2.68, 1.16)
H (3.00, 2.95, 3.57)
H (4.63, 4.03, 5.09)
H (6.80, 4.83, 4.21)
H (7.34, 4.54, 1.80)
F (-3.52, 1.20, 3.32)
C (-4.38, 0.51, 2.53)
C (-5.46, -0.11, 3.12)
C (-6.33, -0.81, 2.30)
C (-6.11, -0.89, 0.93)
C (-5.01, -0.26, 0.37)
C (-4.13, 0.46, 1.17)
H (-5.61, -0.04, 4.19)
H (-7.19, -1.31, 2.74)
H (-6.79, -1.45, 0.30)
H (-4.83, -0.32, -0.69)
H (-3.27, 0.96, 0.76)
F (-7.22, -2.81, -1.71)
C (-7.21, -2.00, -2.79)
C (-8.04, -0.89, -2.80)
C (-8.02, -0.06, -3.91)
C (-7.18, -0.34, -4.98)
C (-6.36, -1.45, -4.94)
C (-6.36, -2.30, -3.84)
H (-8.69, -0.70, -1.95)
H (-8.66, 0.81, -3.93)
H (-7.17, 0.31, -5.84)
H (-5.70, -1.67, -5.77)
H (-5.73, -3.17, -3.78)
F (4.72, 1.01, -7.94)
C (4.57, 1.50, -6.69)
C (3.67, 0.88, -5.84)
C (3.52, 1.39, -4.56)
C (4.27, 2.48, -4.14)
C (5.17, 3.08, -5.01)
C (5.32, 2.59, -6.30)
H (3.10, 0.03, -6.19)
H (2.82, 0.91, -3.88)
H (4.15, 2.87, -3.14)
H (5.75, 3.93, -4.69)
H (6.02, 3.03, -7.00)
F (1.09, 2.49, 2.05)
C (-0.04, 3.21, 2.25)
C (-0.85, 3.48, 1.16)
C (-2.01, 4.22, 1.38)
C (-2.34, 4.65, 2.65)
C (-1.50, 4.36, 3.72)
C (-0.34, 3.63, 3.53)
H (-0.57, 3.13, 0.18)
H (-2.66, 4.44, 0.54)
H (-3.24, 5.22, 2.81)
H (-1.75, 4.70, 4.72)
H (0.33, 3.39, 4.34)
F (-8.97, 4.78, 7.35)
C (-8.05, 4.24, 6.52)
C (-8.49, 3.41, 5.51)
C (-7.54, 2.86, 4.66)
C (-6.19, 3.14, 4.83)
C (-5.79, 3.97, 5.86)
C (-6.72, 4.54, 6.72)
H (-9.54, 3.21, 5.39)
H (-7.85, 2.21, 3.85)
H (-5.45, 2.70, 4.17)
H (-4.73, 4.19, 6.00)
H (-6.43, 5.19, 7.53)